{
  "formula": "C42H37Br3MnN3O3P",
  "method": "ωB97M-V/def2-TZVPD",
  "relative_energy_kcal_mol": 1.2,
  "lumo_energy_ha": [-0.00056, -0.00187],
  "largest_force_ha_per_bohr": 0.0046,
  "spin_multiplicity": 6,
  "gap_ev": [7.09, 7.24],
  "symbols": ["Mn", "O", "N", "C", "C", "C", "C", "C", "C", "C", "P", "C", "C", "C", "C", "C", "C", "C", "C", "C", "C", "C", "C", "H", "H", "H", "H", "H", "H", "H", "H", "H", "H", "H", "H", "H", "H", "H", "H", "C", "C", "C", "C", "C", "C", "Br", "C", "C", "Br", "C", "O", "C", "N", "H", "H", "H", "H", "H", "H", "Br", "C", "C", "C", "C", "N", "C", "H", "H", "H", "H", "C", "C", "O", "H", "H", "H", "H", "H", "H", "C", "C", "C", "C", "C", "C", "H", "H", "H", "H", "H"],
  "xyz": [[0.193, 0.208, 0.062], [0.726, -0.138, 3.075], [-0.422, 0.020, 2.326], [-1.459, -0.130, 3.040], [-2.868, 0.012, 2.619], [-3.733, 0.256, 3.693], [-5.087, 0.466, 3.509], [-5.612, 0.420, 2.227], [-4.773, 0.159, 1.159], [-3.403, -0.053, 1.323], [-2.418, -0.463, -0.172], [-3.195, 0.612, -1.434], [-3.349, 0.186, -2.750], [-3.799, 1.065, -3.727], [-4.109, 2.376, -3.398], [-3.967, 2.806, -2.086], [-3.503, 1.935, -1.112], [-3.009, -2.139, -0.612], [-4.076, -2.798, -0.006], [-4.406, -4.094, -0.379], [-3.678, -4.749, -1.359], [-2.606, -4.106, -1.963], [-2.269, -2.818, -1.582], [1.408, 0.347, 2.565], [-1.307, -0.318, 4.102], [-3.322, 0.297, 4.694], [-5.723, 0.666, 4.360], [-6.669, 0.581, 2.057], [-5.190, 0.121, 0.160], [-3.122, -0.836, -3.025], [-3.907, 0.720, -4.747], [-4.454, 3.062, -4.161], [-4.195, 3.830, -1.820], [-3.365, 2.295, -0.100], [-4.648, -2.311, 0.772], [-5.231, -4.597, 0.110], [-3.935, -5.761, -1.644], [-2.020, -4.617, -2.717], [-1.405, -2.336, -2.026], [0.649, -1.068, -3.283], [0.206, 0.365, -3.311], [0.054, 1.034, -4.546], [-0.351, 2.333, -4.568], [-0.603, 3.013, -3.356], [-1.027, 4.360, -3.252], [-1.348, 5.387, -4.815], [-1.230, 4.930, -2.030], [-1.035, 4.191, -0.856], [-1.424, 4.990, 0.813], [-0.643, 2.857, -0.859], [-0.519, 2.137, 0.199], [-0.414, 2.281, -2.168], [-0.030, 0.975, -2.173], [1.592, -1.189, -3.820], [-0.090, -1.708, -3.773], [0.801, -1.398, -2.257], [0.262, 0.499, -5.465], [-0.479, 2.859, -5.505], [-1.560, 5.958, -1.957], [-2.514, -5.403, 2.580], [-1.173, -4.664, 1.477], [-0.439, -5.462, 0.619], [0.534, -4.855, -0.156], [0.722, -3.485, -0.045], [0.003, -2.721, 0.773], [-0.924, -3.302, 1.524], [-0.623, -6.527, 0.564], [1.142, -5.433, -0.839], [1.485, -2.972, -0.620], [-1.500, -2.664, 2.186], [3.619, 3.807, 1.598], [2.402, 3.016, 1.170], [1.993, 2.084, 2.173], [3.929, 4.486, 0.802], [4.449, 3.136, 1.825], [3.408, 4.409, 2.485], [2.626, 2.408, 0.294], [1.564, 3.670, 0.916], [1.673, 2.575, 2.937], [5.047, -0.878, -0.233], [4.414, -0.057, -1.155], [3.049, 0.186, -1.045], [2.243, -0.364, -0.031], [2.931, -1.190, 0.874], [4.295, -1.445, 0.787], [6.110, -1.073, -0.307], [4.985, 0.398, -1.957], [2.599, 0.844, -1.787], [2.383, -1.665, 1.684], [4.774, -2.087, 1.518]],
  "atomic_forces_ev_per_a": [[-0.1372, -0.1017, 0.0346], [-0.0111, -0.0263, 0.0203], [0.0107, 0.0269, -0.0038], [-0.0756, 0.0007, -0.0351], [0.0551, -0.0154, 0.0527], [-0.0135, -0.0021, -0.0048], [0.0023, 0.0023, -0.0041], [-0.0113, 0.0024, 0.0155], [0.0231, -0.0080, -0.0270], [-0.0258, -0.0031, -0.0730], [-0.0215, 0.0269, 0.0469], [-0.0388, 0.0506, 0.0606], [0.0000, -0.0109, -0.0443], [0.0132, -0.0366, 0.0097], [-0.0089, 0.0320, 0.0177], [-0.0078, -0.0061, -0.0276], [0.0207, 0.0020, -0.0213], [0.0251, -0.0341, 0.0188], [-0.0042, 0.0193, -0.0153], [-0.0012, 0.0142, 0.0130], [-0.0023, -0.0050, -0.0103], [0.0013, -0.0132, -0.0071], [-0.0128, -0.0007, 0.0135], [0.0120, 0.0132, -0.0152], [0.0278, -0.0021, 0.0031], [0.0107, -0.0038, -0.0052], [-0.0027, -0.0045, -0.0031], [0.0013, 0.0031, 0.0052], [0.0032, -0.0062, 0.0061], [0.0035, -0.0043, 0.0041], [-0.0030, 0.0020, 0.0013], [0.0057, 0.0030, 0.0031], [0.0019, -0.0023, 0.0007], [0.0056, -0.0053, 0.0007], [0.0010, -0.0069, 0.0072], [-0.0001, 0.0025, 0.0007], [-0.0029, 0.0023, 0.0024], [0.0053, 0.0086, 0.0010], [0.0029, 0.0013, 0.0021], [-0.0083, -0.0017, -0.0030], [0.0091, -0.0115, 0.0053], [-0.0079, -0.0111, -0.0012], [-0.0040, 0.0080, -0.0104], [-0.0011, 0.0278, 0.0139], [0.0190, -0.0459, -0.0459], [-0.0002, 0.0039, -0.0016], [-0.0245, 0.0486, 0.0669], [0.0072, -0.0543, 0.0031], [0.0042, 0.0245, 0.0030], [-0.0148, -0.0222, -0.0643], [-0.0176, 0.0876, 0.0075], [-0.0005, 0.0112, 0.0366], [0.0181, -0.0204, 0.0062], [0.0053, 0.0108, 0.0124], [-0.0005, 0.0068, -0.0100], [0.0056, -0.0058, -0.0059], [-0.0044, 0.0045, -0.0025], [-0.0011, -0.0044, -0.0046], [0.0075, -0.0020, 0.0011], [-0.0135, -0.0094, 0.0154], [0.0198, 0.0330, -0.0347], [-0.0032, -0.0384, 0.0003], [0.0139, 0.0298, 0.0045], [0.0037, -0.0192, -0.0123], [0.0183, 0.0582, 0.0090], [-0.0404, -0.0026, -0.0014], [0.0018, 0.0036, -0.0005], [-0.0002, -0.0066, 0.0063], [0.0067, -0.0033, 0.0080], [0.0081, -0.0118, -0.0031], [0.0154, 0.0044, 0.0195], [-0.0134, -0.0245, -0.1073], [0.0612, -0.0214, 0.1439], [-0.0056, -0.0073, -0.0052], [-0.0020, 0.0037, -0.0029], [-0.0028, -0.0057, -0.0029], [0.0078, 0.0136, 0.0170], [-0.0045, 0.0152, 0.0194], [-0.0502, 0.0371, -0.0456], [0.0043, -0.0053, 0.0100], [-0.0051, 0.0070, -0.0081], [-0.0278, -0.0206, 0.0210], [0.2200, -0.0053, -0.0916], [-0.0566, -0.0101, 0.0221], [0.0085, 0.0036, -0.0211], [-0.0023, 0.0013, -0.0001], [-0.0035, -0.0027, 0.0007], [0.0107, 0.0002, -0.0068], [-0.0078, 0.0118, -0.0033], [-0.0041, 0.0025, -0.0009]],
  "mulliken_spin": [4.431, 0.005, 0.089, 0.003, 0.006, 0.003, -0.001, 0.002, -0.003, -0.016, 0.111, 0.014, 0.004, -0.001, 0.002, -0.001, 0.000, -0.054, 0.003, 0.000, 0.001, 0.003, 0.035, 0.008, 0.004, 0.000, 0.000, 0.000, -0.001, 0.000, 0.000, 0.000, 0.000, -0.001, 0.000, 0.000, 0.000, 0.000, -0.022, 0.048, 0.035, -0.007, 0.008, -0.017, 0.011, 0.001, -0.003, 0.020, 0.001, -0.060, 0.100, 0.098, 0.000, 0.003, 0.008, 0.000, 0.000, 0.000, 0.000, 0.001, -0.001, 0.000, 0.001, 0.024, 0.017, 0.025, 0.000, 0.000, -0.008, -0.006, 0.000, 0.015, 0.009, 0.000, 0.000, 0.000, 0.005, -0.004, 0.002, 0.017, -0.004, -0.054, 0.196, -0.095, -0.015, 0.001, -0.001, 0.007, 0.001, 0.000]
}


{
  "formula": "C42H37ClF9N2O4S",
  "method": "ωB97M-V/def2-TZVPD",
  "relative_energy_kcal_mol": 3.8,
  "lumo_energy_ha": -0.09050,
  "largest_force_ha_per_bohr": 0.0278,
  "spin_multiplicity": 1,
  "total_charge": 1,
  "gap_ev": 8.49,
  "symbols": ["C", "C", "C", "C", "C", "N", "C", "C", "C", "C", "C", "Cl", "N", "C", "C", "C", "F", "F", "C", "F", "F", "S", "F", "F", "F", "F", "F", "H", "H", "H", "H", "H", "H", "H", "H", "H", "H", "H", "H", "H", "H", "H", "H", "H", "H", "H", "H", "H", "C", "C", "C", "C", "C", "C", "C", "O", "C", "C", "C", "C", "C", "C", "C", "O", "H", "H", "H", "H", "H", "H", "H", "H", "C", "C", "C", "C", "C", "C", "C", "O", "C", "C", "C", "C", "C", "C", "C", "O", "H", "H", "H", "H", "H", "H", "H", "H"],
  "xyz": [[-1.512, -2.291, 0.681], [-1.765, -1.722, -0.714], [-3.006, -0.789, -0.734], [-4.092, -1.233, -1.767], [-3.979, -0.474, -3.032], [-3.511, -0.971, -4.176], [-3.424, 0.014, -5.132], [-3.882, 1.166, -4.541], [-3.967, 2.507, -5.201], [-2.592, 3.034, -5.653], [-1.512, 2.957, -4.584], [0.089, 2.651, -5.324], [-4.230, 0.831, -3.238], [-4.774, 1.789, -2.276], [-6.204, 1.527, -1.840], [-7.212, 1.813, -2.956], [-6.679, 1.642, -4.183], [-7.556, 3.128, -2.884], [-8.554, 1.032, -2.819], [-8.839, 0.986, -1.517], [-9.516, 1.690, -3.442], [-8.543, -0.735, -3.523], [-8.598, -1.388, -2.078], [-10.115, -0.732, -3.596], [-8.434, -0.118, -4.969], [-6.937, -0.774, -3.429], [-8.500, -2.171, -4.153], [-0.526, -2.739, 0.766], [-1.594, -1.511, 1.435], [-2.266, -3.043, 0.914], [-0.898, -1.140, -1.016], [-1.899, -2.538, -1.421], [-2.655, 0.202, -1.011], [-3.462, -0.759, 0.249], [-3.980, -2.291, -1.983], [-5.078, -1.098, -1.335], [-3.221, -1.922, -4.339], [-3.056, -0.126, -6.130], [-4.591, 2.384, -6.085], [-4.482, 3.243, -4.590], [-2.284, 2.507, -6.551], [-2.721, 4.074, -5.943], [-1.667, 2.144, -3.881], [-1.416, 3.882, -4.027], [-4.697, 2.784, -2.694], [-4.132, 1.777, -1.396], [-6.357, 0.530, -1.443], [-6.462, 2.221, -1.045], [3.564, -6.047, 5.089], [3.219, -5.854, 3.755], [2.757, -4.621, 3.328], [2.632, -3.575, 4.235], [2.967, -3.773, 5.576], [3.438, -5.010, 5.998], [2.820, -2.675, 6.575], [3.120, -2.843, 7.736], [2.299, -1.362, 6.097], [2.130, -0.330, 7.011], [1.669, 0.903, 6.582], [1.381, 1.114, 5.238], [1.543, 0.087, 4.323], [1.995, -1.156, 4.749], [2.152, -2.250, 3.753], [1.906, -2.066, 2.577], [3.931, -7.009, 5.419], [3.313, -6.668, 3.049], [2.493, -4.459, 2.292], [3.702, -5.150, 7.036], [2.365, -0.499, 8.052], [1.541, 1.707, 7.295], [1.035, 2.083, 4.905], [1.327, 0.242, 3.275], [5.198, -1.510, 2.322], [5.428, -2.008, 1.044], [5.950, -1.184, 0.062], [6.234, 0.145, 0.351], [5.988, 0.648, 1.630], [5.477, -0.187, 2.616], [6.252, 2.078, 1.958], [6.037, 2.514, 3.070], [6.779, 2.956, 0.876], [7.000, 4.301, 1.145], [7.502, 5.130, 0.156], [7.789, 4.619, -1.105], [7.567, 3.281, -1.380], [7.058, 2.446, -0.394], [6.807, 1.012, -0.717], [7.056, 0.566, -1.817], [4.801, -2.160, 3.088], [5.198, -3.041, 0.817], [6.141, -1.562, -0.932], [5.297, 0.209, 3.606], [6.781, 4.688, 2.130], [7.674, 6.177, 0.368], [8.188, 5.268, -1.874], [7.787, 2.874, -2.357]],
  "atomic_forces_ev_per_a": [[-0.2355, -0.0493, -0.1472], [-0.1516, 0.4224, 0.4688], [0.1847, -0.6456, -0.6886], [0.2610, 0.3621, 0.5249], [-0.0922, -0.1564, -0.0739], [0.1587, 0.2496, -0.2685], [-0.5163, 1.1280, 0.7124], [0.3458, -0.8675, -0.8993], [0.0403, -0.0237, 0.0221], [-0.2680, 0.2025, 0.1371], [0.3201, -0.0606, -0.1678], [-0.0481, 0.0411, 0.0652], [0.1868, 0.0575, -0.4432], [0.1231, -0.2014, 0.6764], [-0.4290, -0.0343, -0.3880], [-0.0036, 0.2639, 0.3482], [0.0307, 0.0518, -0.2597], [0.0407, -0.0117, -0.0019], [0.1906, -0.0024, -0.0521], [-0.1662, -0.0511, 0.2395], [-0.1097, 0.0573, -0.1938], [-0.2460, -0.0718, 0.1867], [-0.0044, 0.0405, -0.0695], [0.1418, -0.0757, 0.0130], [-0.0731, -0.0060, -0.1809], [0.2591, -0.1450, 0.0142], [-0.0671, 0.0395, 0.0379], [0.0698, -0.0724, 0.0094], [0.1206, 0.0980, 0.0597], [0.0092, -0.0927, 0.0955], [0.1255, -0.0961, -0.1743], [0.1080, -0.0719, -0.1599], [-0.1393, 0.2458, 0.2668], [-0.0257, 0.1249, 0.1316], [-0.0774, -0.1264, -0.0559], [-0.1925, -0.0107, -0.0856], [-0.0628, -0.1243, 0.2868], [0.0356, -0.2194, -0.0372], [-0.0948, 0.0789, -0.0471], [0.0009, -0.0223, 0.1686], [0.1355, -0.1859, 0.0175], [0.0174, 0.0415, -0.1586], [-0.0699, -0.0908, 0.0386], [-0.0644, 0.0869, 0.0700], [0.0839, 0.0267, -0.1809], [-0.0083, -0.0190, 0.0401], [0.1161, -0.1181, -0.0168], [0.0887, 0.0384, 0.1517], [-0.0100, 0.0151, -0.0311], [0.0038, 0.0100, 0.0308], [0.0442, -0.1012, -0.0377], [0.0013, 0.0430, 0.0824], [-0.0459, 0.0512, -0.0587], [0.0368, -0.1129, -0.0088], [0.0608, -0.0032, 0.1102], [-0.0244, -0.0081, -0.0030], [-0.0132, -0.0379, -0.0849], [-0.0094, 0.1131, 0.0409], [-0.0033, -0.0033, -0.0414], [0.0089, -0.0165, 0.0251], [-0.0229, 0.1213, 0.0152], [0.0503, -0.0668, 0.0549], [-0.0544, 0.0257, -0.1541], [-0.1094, -0.0233, -0.0126], [0.0002, -0.0091, 0.0010], [0.0104, -0.0073, -0.0024], [-0.0140, 0.0769, 0.0058], [-0.0252, 0.0700, 0.0271], [0.0287, -0.0757, -0.0076], [0.0034, 0.0089, 0.0033], [0.0013, 0.0101, 0.0033], [0.0191, -0.0734, -0.0263], [0.0468, 0.0205, -0.0232], [-0.0061, 0.0260, 0.0098], [-0.0418, -0.1073, 0.0175], [0.0058, 0.0647, 0.0578], [0.0144, 0.0206, -0.0905], [-0.0718, -0.0898, 0.0595], [-0.0130, 0.0502, 0.1173], [-0.0214, -0.0030, -0.0205], [0.0027, -0.0707, -0.0537], [0.0429, 0.1127, -0.0143], [0.0027, -0.0244, -0.0317], [-0.0117, 0.0010, 0.0360], [0.0400, 0.1018, -0.0489], [-0.0404, -0.0240, 0.0798], [0.0320, -0.0426, -0.1114], [-0.0265, 0.0102, 0.0042], [0.0134, -0.0535, 0.0371], [0.0139, -0.0114, 0.0108], [0.0410, 0.0676, -0.0298], [0.0252, 0.0710, -0.0158], [-0.0184, -0.0709, 0.0356], [0.0082, 0.0066, 0.0011], [0.0023, 0.0074, -0.0038], [-0.0260, -0.0741, 0.0129]],
  "mulliken_charge": [-1.467, -0.455, -0.429, -1.328, 0.013, 0.084, -0.762, 0.273, -0.866, -0.909, -0.003, -0.203, 1.297, -1.387, -0.842, 1.076, -0.253, -0.354, 0.395, -0.273, -0.262, 1.369, -0.315, -0.306, -0.288, -0.315, -0.305, 0.390, 0.385, 0.353, 0.336, 0.266, 0.152, 0.563, 0.822, 0.085, 0.231, 0.491, 0.387, 0.401, 0.418, 0.450, -0.100, 0.382, 0.524, 0.416, 0.195, 0.666, -0.481, -0.637, -0.571, 0.320, 0.380, -0.694, 0.413, -0.658, 0.196, -0.682, -0.477, -0.652, -0.475, 0.353, 0.676, -0.715, 0.416, 0.417, 0.525, 0.498, 0.497, 0.418, 0.417, 0.535, -0.251, -0.688, -0.704, 0.239, 0.172, -0.789, 0.521, -0.660, 0.198, -0.559, -0.486, -0.484, -0.554, 0.157, 0.647, -0.665, 0.615, 0.454, 0.487, 0.575, 0.476, 0.401, 0.404, 0.478]
}